A molecular structure, C23H42AgN4OTa in a non-equilibrium geometry, computed with ωB97M-V with the def2-TZVPD basis set.

Properties
* relative energy (zero: lowest compared OMol25 entry of this formula, charge and spin): 0.00 kJ/mol
* HOMO-LUMO gap: 0.2407 Ha
* HOMO level: -14.094 eV
* lowest unoccupied orbital energy: -7.544 eV
* energy: -38077.0142 eV
* charge: +2

Structure (XYZ):
```
72
Properties=species:S:1:pos:R:3:forces:R:3
N -2.147440 -1.194679 -0.793332 -0.6323 0.7365 0.2968
C -3.125999 -1.887534 -1.046399 -1.3388 -1.0585 -0.3748
O -4.050085 -2.572588 -1.309319 2.2475 1.7606 0.6744
Ag -1.415093 2.493557 0.689829 -0.7161 -0.0750 -0.2373
Ta -0.351654 -0.413658 -0.482319 -0.1618 -1.9862 -0.7934
N 0.146804 1.272135 -1.407822 0.3081 -0.2720 0.1212
N 0.364426 -1.772432 -1.672150 1.4084 0.9229 1.5201
C -0.616671 2.093303 -2.384024 0.5349 0.0007 0.0224
C 0.016481 -2.724134 -2.766262 -0.1586 -0.1395 0.0129
C -0.326851 3.569867 -2.114803 -0.2994 0.0675 -0.2726
C -0.150846 1.763084 -3.804431 -0.3054 0.0843 -0.3916
C -2.098791 1.793158 -2.233345 0.0026 0.1232 -0.4634
C -0.591474 -3.974278 -2.136559 -0.0174 -0.2365 -0.0599
C 1.260834 -3.103424 -3.565949 0.0663 -0.0135 -0.0985
C -0.981288 -2.067312 -3.706922 -0.1206 -0.0563 -0.4550
H -0.596015 3.845621 -1.083795 0.0470 0.0574 -0.2096
H -0.932916 4.185616 -2.794985 0.2781 -0.0664 0.2133
H 0.734092 3.791947 -2.276204 -0.3267 0.1376 0.0500
H 0.864853 2.135093 -3.987917 -0.3454 -0.1105 -0.0705
H -0.824319 2.263651 -4.516435 0.3047 -0.1649 0.1114
H -0.185806 0.683869 -4.000398 0.0343 0.3779 0.0796
H -2.319340 0.719787 -2.321503 -0.0214 0.3773 -0.0763
H -2.631338 2.335944 -3.029733 -0.0605 -0.2560 0.4046
H -2.507450 2.161369 -1.270640 -0.0727 -0.0313 0.0033
H 0.125934 -4.445032 -1.453517 -0.1826 -0.0232 -0.1116
H -0.839631 -4.692503 -2.932285 0.0938 0.1519 0.3033
H -1.513190 -3.751098 -1.588150 0.2053 -0.0832 -0.0899
H 1.963699 -3.691927 -2.968031 -0.0415 0.0983 -0.1518
H 1.762765 -2.211358 -3.955765 -0.0100 -0.1454 0.0137
H 0.954750 -3.721525 -4.421486 0.1201 0.1793 0.2685
H -1.198941 -2.775212 -4.522746 0.0042 0.3054 0.2740
H -0.553510 -1.164316 -4.157688 -0.1328 -0.2639 0.0659
H -1.930978 -1.819323 -3.225491 0.1904 -0.0219 -0.1250
C 1.637048 1.467439 -1.493665 -0.5303 -0.1184 -0.1977
H 2.177226 0.702172 -0.916133 -0.1333 0.2349 -0.0144
H 1.962574 1.376195 -2.541889 -0.0348 -0.0364 0.4771
H 1.942611 2.458179 -1.112633 -0.1491 -0.4331 -0.0791
C 1.740028 -1.865420 -1.055386 -0.1493 -0.3645 -0.8951
H 1.777594 -1.314687 -0.082024 0.1240 -0.2623 -0.2871
H 1.995108 -2.918515 -0.838168 -0.1586 0.4856 0.1686
H 2.516837 -1.447390 -1.720440 -0.3426 -0.1435 0.3201
C 0.537125 1.917385 5.922399 -0.0508 -0.1320 0.1675
C 0.435042 1.912238 4.424298 0.3693 0.3299 -0.2617
C 0.189356 3.111945 3.750845 -0.3726 0.3329 0.1612
C 0.293686 3.207271 2.364154 0.7893 -0.6526 0.4865
C 0.318983 4.572486 1.725849 0.0340 0.5201 -0.1993
C 0.531740 1.994929 1.615938 0.2186 0.4700 0.7461
C 0.467480 0.730230 2.296540 -0.4363 -0.4458 0.1523
C 0.604007 0.729797 3.694753 0.0244 0.0639 -0.2397
N 0.134159 -0.434647 1.541475 0.2414 0.2283 -0.8990
C 0.046461 -1.762211 2.271742 0.4363 0.3964 0.2330
C 1.431027 -2.124685 2.838466 0.0044 -0.2634 0.1082
C -1.067506 -1.692416 3.321636 -0.0891 -0.0597 0.4048
C -0.363855 -2.879500 1.324147 0.0086 -0.4619 -0.2033
H 1.384224 2.532589 6.257871 -0.2023 -0.1467 -0.1641
H -0.368558 2.349166 6.365731 0.1721 -0.0961 -0.0702
H 0.670975 0.905272 6.317144 -0.0345 0.2195 -0.0392
H -0.024768 4.014955 4.339728 0.1415 -0.3958 -0.3174
H -0.352249 5.275823 2.245363 0.3079 -0.3296 -0.0503
H 1.330219 5.010066 1.744537 -0.2974 -0.1778 0.0074
H -0.010409 4.557124 0.677983 0.2829 0.0967 0.1717
H 1.086055 2.048851 0.670750 -0.5318 0.1007 0.4424
H 0.824187 -0.185403 4.247683 -0.3499 0.5845 -0.2654
H 1.957609 -1.294136 3.311989 -0.1195 -0.2457 -0.0826
H 1.296020 -2.922347 3.583183 0.2324 0.1527 -0.2311
H 2.091266 -2.492012 2.039474 -0.2113 -0.0119 0.2167
H -2.024526 -1.444890 2.844267 0.1530 -0.1608 0.0676
H -1.149268 -2.672935 3.815700 -0.0806 0.3201 -0.2142
H -0.888218 -0.955529 4.103032 -0.2114 -0.2206 -0.1452
H -1.275205 -2.636387 0.759297 0.2786 -0.2056 0.2268
H 0.446614 -3.190646 0.651920 -0.3167 0.1351 0.1035
H -0.605697 -3.766006 1.933033 0.0816 0.3159 -0.2601
```
Forces are in eV/Å.